1.
{"formula": "C3H5N3", "method": "the ωB97M-V functional and the def2-TZVPD basis", "orbital_gap_ev": 8.704, "total_charge": 0, "largest_force_ha_per_bohr": 0.039, "lumo_energy_ev": 0.551, "elements": ["C", "C", "C", "H", "H", "H", "H", "H", "N", "N", "N"], "xyz": [[-0.3452, -0.0361, -0.0431], [0.7525, -0.8271, 0.0697], [2.0695, -0.2860, -0.0717], [-1.8075, -1.5252, 0.1617], [-2.4049, 0.1241, -0.0655], [0.7438, 1.6815, -0.0518], [-0.9985, 1.9447, 0.0958], [0.6644, -1.9416, 0.0267], [-1.6340, -0.5419, -0.0962], [-0.2029, 1.3109, 0.0101], [3.1629, 0.0967, -0.0357]], "forces_ev_per_angstrom": [[-0.5331, -0.2408, 0.8392], [0.6389, -1.6429, -0.9170], [-0.0504, -0.3244, 0.9397], [0.2110, 1.2451, -0.2886], [0.4156, -0.6828, 0.1170], [-0.6514, -0.0194, 0.1022], [0.7336, -0.5006, -0.1677], [0.0474, 1.2554, 0.0052], [0.1450, 0.0328, 0.1148], [-0.4263, 0.8386, -0.3787], [-0.5301, 0.0390, -0.3660]]}

2.
{"formula": "C25H45ClNO2PRu", "method": "the ωB97M-V functional and the def2-TZVPD basis", "multiplicity": 5, "orbital_gap_ev": [7.154, 6.978], "total_charge": 0, "largest_force_ha_per_bohr": 0.104, "lumo_energy_ev": [0.348, -1.560], "elements": ["Ru", "Cl", "P", "C", "H", "H", "C", "C", "C", "H", "C", "H", "H", "C", "H", "H", "C", "H", "H", "C", "H", "H", "H", "H", "C", "C", "H", "C", "H", "H", "C", "H", "H", "C", "H", "H", "C", "H", "H", "H", "H", "C", "H", "C", "H", "H", "C", "H", "H", "C", "H", "H", "C", "H", "H", "H", "H", "C", "C", "H", "C", "H", "C", "H", "H", "C", "H", "H", "C", "H", "H", "H", "H", "O", "N", "O"], "xyz": [[-0.0616, -0.2489, 2.4814], [1.1890, -1.3660, 4.1065], [-0.4321, -0.3169, 0.0474], [2.8905, -1.5535, 0.5346], [2.1815, -1.6177, -0.2900], [2.4099, -2.0150, 1.4368], [-1.9696, 0.6009, 0.5588], [-0.9649, -1.9347, -0.7801], [-2.7889, 1.4124, -0.4620], [-2.6341, -0.1796, 0.9507], [-4.0518, 1.9558, 0.2265], [-2.1895, 2.2457, -0.8565], [-3.0711, 0.7870, -1.3169], [-3.7671, 2.7081, 1.5292], [-4.5957, 2.6037, -0.4665], [-4.7102, 1.1018, 0.4497], [-2.7989, 1.9855, 2.4663], [-3.3443, 3.6956, 1.2862], [-4.7048, 2.8969, 2.0610], [-1.5489, 1.4954, 1.7193], [-2.4934, 2.6289, 3.2930], [-3.2796, 1.0984, 2.8998], [-0.9788, 2.3608, 1.3382], [-0.9712, 1.0406, 2.5877], [0.3129, 0.6871, -1.3848], [0.0731, -2.5339, -1.7366], [-1.0197, -2.6095, 0.0909], [-0.3113, -3.9582, -2.1339], [0.1848, -1.9106, -2.6373], [1.0675, -2.5590, -1.2533], [-1.7125, -4.0200, -2.7640], [0.4348, -4.3447, -2.8608], [-0.2575, -4.5904, -1.2502], [-2.7644, -3.3385, -1.8778], [-1.6980, -3.5716, -3.7476], [-1.9897, -5.0849, -2.9108], [-2.3552, -1.9160, -1.4447], [-3.7275, -3.2911, -2.4294], [-2.9366, -3.9356, -0.9857], [-2.3602, -1.2513, -2.3101], [-3.1128, -1.5286, -0.7463], [0.5935, 2.1571, -1.0385], [1.2801, 0.1747, -1.5305], [1.4703, 2.8282, -2.1176], [-0.3506, 2.7068, -0.9364], [1.1029, 2.2450, -0.0704], [0.8373, 2.7276, -3.5139], [1.6111, 3.8977, -1.8518], [2.4537, 2.3603, -2.1225], [0.4060, 1.2908, -3.8561], [-0.0160, 3.4036, -3.5863], [1.5772, 3.0685, -4.2686], [-0.4432, 0.6634, -2.7309], [-0.1844, 1.3048, -4.7950], [1.2836, 0.6747, -4.0295], [-1.3817, 1.2251, -2.6412], [-0.7163, -0.3570, -3.0333], [1.6580, 0.5917, 2.0846], [3.4949, -0.3773, 0.7238], [1.6749, 1.2884, 1.2033], [4.6720, -0.3949, 1.7078], [3.4154, 0.5256, 0.1536], [4.4022, -0.5228, 3.2038], [5.2510, -1.3551, 1.4161], [5.3477, 0.4945, 1.5168], [3.8486, 0.8215, 3.7642], [3.6612, -1.2935, 3.4286], [5.3383, -0.7954, 3.7393], [2.5017, 1.2832, 3.1237], [3.7411, 0.6854, 4.8537], [4.6551, 1.5458, 3.6206], [1.7675, 1.3986, 3.9576], [2.7378, 2.3638, 2.8415], [-0.1809, -3.4479, 2.0087], [-1.1764, -3.0633, 2.7265], [-1.4755, -1.7476, 2.6291]], "forces_ev_per_angstrom": [[2.0247, -4.5009, 1.2454], [-0.3148, 0.1889, 0.1136], [-0.6166, 0.0661, -1.8107], [-3.1255, 0.5575, -0.0049], [0.2197, 0.0906, -0.0131], [1.6778, -0.7269, -0.6370], [-0.0333, -0.4444, -0.6462], [-0.2655, 0.1558, 0.4999], [-0.0995, 0.1630, 0.2545], [0.0798, -0.0161, 0.0868], [-0.0811, -0.3607, 0.0382], [-0.2097, -0.2151, 0.1513], [0.0473, 0.1076, 0.2172], [0.1903, 0.4038, -0.0683], [-0.0154, -0.0445, 0.0816], [0.0952, 0.1378, -0.0711], [0.0127, -0.2571, -0.1167], [-0.0519, -0.1624, 0.0303], [0.0728, 0.0222, -0.0883], [-0.9200, 1.4608, -0.3533], [-0.1351, 0.0541, 0.0116], [0.0013, 0.1238, -0.0009], [-0.0220, -0.3794, 0.1991], [-1.4480, 2.1762, 0.3671], [0.0750, -0.1441, 0.3023], [0.6987, 0.1686, 0.1699], [-0.0057, 0.1694, -0.2625], [0.1135, 0.0706, -0.7172], [-0.0403, -0.2664, 0.2187], [-0.5626, -0.0765, -0.2912], [0.0166, -0.7360, 0.7230], [-0.3598, 0.1563, 0.4347], [-0.0785, -0.1331, 0.1293], [-0.2412, 0.3148, -0.5440], [0.0353, 0.2999, -0.3496], [0.0781, 0.5466, 0.0226], [-0.1385, -0.1645, 0.2247], [0.4434, -0.0152, 0.3594], [0.0060, -0.1370, 0.1692], [0.0020, -0.0270, -0.0541], [0.1830, -0.1197, -0.1611], [0.4721, 0.1825, 0.1450], [-0.1082, 0.1595, -0.0123], [-0.6095, 0.4314, 0.1167], [0.1950, -0.0730, -0.1138], [-0.1730, 0.0653, -0.3144], [0.6877, -0.1769, -0.2908], [0.0170, -0.5804, -0.1352], [0.1336, -0.0888, 0.0181], [-0.5756, 0.4585, 0.1170], [-0.1244, -0.0071, 0.0624], [-0.4345, -0.0869, 0.3491], [-0.1178, -0.2572, -0.2744], [0.3194, -0.1044, 0.4406], [0.2089, -0.1522, -0.0356], [0.2059, -0.0820, -0.0026], [0.0842, 0.4689, 0.1477], [2.4916, 2.3939, -1.7423], [1.7562, -0.6833, 1.3905], [-0.3075, -1.0844, 0.6873], [1.4456, -0.8849, -0.3225], [0.1210, -0.0662, -1.0839], [-0.4031, 0.8902, 0.4378], [-0.6053, 1.7828, 0.3190], [-0.6563, -0.9413, 0.1967], [0.3635, -1.8874, 0.1432], [0.2034, -0.0931, -0.2567], [-0.5065, 0.2397, -0.3664], [-0.4506, 2.1807, 1.4517], [-0.1731, 0.2073, -0.3974], [-0.3560, 0.2950, -0.1086], [0.6118, 0.0888, -0.0082], [-0.6351, -1.1820, -0.1533], [-4.0072, 1.9558, 2.9286], [3.1545, 0.0462, -3.0052], [0.4639, -1.9222, -0.1878]]}